# 1
The following is a quantum chemistry calculation of an isolated ion of composition C5H9BrN3 and charge +1 in a non-equilibrium geometry, from the Open Molecules 2025 dataset.

XYZ file:
```
18
Properties=species:S:1:pos:R:3
C -2.70508 1.66838 -0.10475
C -3.20206 0.38144 -0.07642
C -0.95636 0.26182 -0.14116
C 1.47166 0.62652 0.12910
C 0.46207 -1.66770 0.03283
N -1.35329 1.55035 -0.02866
N -2.12677 -0.50116 0.02064
N 0.27949 -0.23264 -0.01522
Br -4.93334 -0.23210 0.01579
H -3.16088 2.52246 0.10356
H 1.63037 1.01773 1.09528
H 2.43351 -0.02987 -0.14882
H 1.41889 1.45964 -0.42635
H -0.49777 -2.22811 -0.42063
H 1.30894 -2.02076 -0.51823
H 0.55755 -2.13000 1.05012
H -0.67608 2.27831 -0.02323
H -2.10950 -1.49166 -0.00996
```

- Kohn-Sham gap (eV) = 9.525
- SMILES string = C[N+](C)=c1[nH]cc(Br)[nH]1
- F_max (hartree/bohr) = 0.0997
- E_tot (eV) = -79836.3526
- net charge = +1
- HOMO level (eV) = -12.45
- energy relative to the best compared isomer or geometry (same formula, charge and spin) (kcal/mol) = 7.1

Population analysis type Löwdin, resulting atomic charges in e: C -0.06; C -0.72; C -0.22; C 0.01; C -0.03; N 0.15; N 0.13; N -0.12; Br 0.87; H 0.09; H 0.08; H 0.16; H 0.04; H 0.13; H 0.08; H 0.12; H 0.16; H 0.12


# 2
The following is a quantum chemistry calculation of a 2-piece molecular cluster, C5H9BrN3 overall in a non-equilibrium geometry, from the Open Molecules 2025 dataset.

XYZ file:
```
18
Properties=species:S:1:pos:R:3
C 1.37762 -1.90327 0.26108
C 2.30212 -0.97501 0.68274
C 0.11679 -1.96220 -0.17218
C 3.10723 -0.20543 0.26991
C -0.10068 0.33222 -0.42484
N -0.57247 -0.82145 -0.28650
N -1.84213 -0.96869 0.12002
N -1.33731 2.72145 -0.00018
Br 4.43620 1.04517 -0.09391
H 1.88618 -2.82712 0.30218
H 0.80251 0.44441 -0.81448
H -0.20469 -2.89620 -0.32695
H -0.61854 1.26583 0.04141
H -2.16060 -1.97739 0.10809
H -2.49087 -0.25797 -0.18561
H -1.95014 3.09065 -0.77325
H -0.77111 3.47021 0.47868
H -1.98011 2.42476 0.81378
```

- Kohn-Sham gap (eV) = 8.660
- F_max (hartree/bohr) = 0.1004
- E_tot (eV) = -79830.9805
- net charge = +1
- HOMO level (eV) = -13.11
- energy relative to the best compared isomer or geometry (same formula, charge and spin) (kcal/mol) = 131.0

Population analysis type Löwdin, resulting atomic charges in e: C -0.05; C -0.10; C -0.06; C -0.53; C 0.15; N -0.21; N 0.14; N -0.04; Br 0.81; H 0.13; H 0.06; H 0.10; H 0.07; H 0.16; H 0.12; H 0.08; H 0.08; H 0.09


# 3
The following is a quantum chemistry calculation of one molecule with the formula C5H9Cl in a non-equilibrium geometry, from the Open Molecules 2025 dataset.

XYZ file:
```
15
Properties=species:S:1:pos:R:3
C -0.74658 -0.45115 1.82732
C -0.12248 -0.28280 0.43157
C -0.25150 -1.39721 -0.59114
C 0.28527 0.94315 0.07000
C 0.81916 1.35441 -1.22997
H -0.54490 -1.49372 2.18761
H -1.84506 -0.23760 1.71509
H -0.35079 0.33929 2.47828
H -1.06356 -1.28672 -1.22011
H -0.10248 -2.31095 -0.12248
H 0.64429 -1.29038 -1.21466
H 0.57721 1.61372 0.79292
H 1.88485 1.02351 -1.25794
H 0.89696 2.42506 -1.14314
Cl -0.08040 1.05138 -2.72336
```

- Kohn-Sham gap (eV) = 9.970
- SMILES string = CC(C)=CCCl
- F_max (hartree/bohr) = 0.0713
- E_tot (eV) = -17852.2543
- HOMO level (eV) = -9.06
- energy relative to the best compared isomer or geometry (same formula, charge and spin) (kcal/mol) = 24.8

Population analysis type Löwdin, resulting atomic charges in e: C -0.06; C -0.32; C -0.06; C -0.18; C -0.62; H 0.08; H 0.09; H 0.07; H 0.05; H 0.05; H 0.07; H 0.08; H 0.10; H 0.06; Cl 0.57


# 4
The following is a quantum chemistry calculation of C5H9Cl as an isolated structure in a non-equilibrium geometry, from the Open Molecules 2025 dataset.

XYZ file:
```
15
Properties=species:S:1:pos:R:3
C -0.05951 -1.16453 1.02000
C -0.87154 -1.02562 -0.22576
C 0.37905 -0.20686 -0.04216
C -0.05450 1.64978 0.26248
C 1.53764 -0.30121 -0.85859
Cl 2.85838 0.41932 0.12120
H -0.25050 -0.67126 1.99146
H 0.49847 -2.15109 1.23943
H -1.04026 -1.86296 -1.02584
H -1.77542 -0.56412 -0.18973
H 0.65668 2.17054 0.90641
H -0.95884 1.46200 0.66482
H -0.27331 2.10389 -0.75670
H 1.51864 0.31283 -1.80079
H 1.96803 -1.29737 -1.24421
```

- Kohn-Sham gap (eV) = 11.049
- F_max (hartree/bohr) = 0.0988
- E_tot (eV) = -17850.4717
- HOMO level (eV) = -10.09
- energy relative to the best compared isomer or geometry (same formula, charge and spin) (kcal/mol) = 65.9

Population analysis type Löwdin, resulting atomic charges in e: C -0.13; C -0.12; C -0.49; C 0.04; C -0.57; Cl 0.55; H 0.11; H 0.13; H 0.15; H 0.05; H 0.04; H -0.02; H 0.08; H 0.09; H 0.11


# 5
The following is a quantum chemistry calculation of one molecule with the formula C5H9Cl in a non-equilibrium geometry, from the Open Molecules 2025 dataset.

XYZ file:
```
15
Properties=species:S:1:pos:R:3
C 0.61553 1.73404 -0.99108
C 0.41567 0.32054 -0.43401
C -0.75039 -0.31370 0.34598
C -1.05256 -1.77874 0.05979
C 0.48875 0.04274 1.15012
H 0.36256 1.80740 -2.05197
H 0.16860 2.49942 -0.36989
H 1.68328 2.07230 -0.76778
H 0.89642 -0.47241 -1.06384
H -1.63997 0.33060 0.75948
H -1.73659 -1.85480 -0.78260
H -1.31530 -2.32998 0.93327
H -0.08102 -2.06201 -0.37119
H 0.52676 1.01527 1.53318
Cl 1.41828 -1.01066 2.05055
```

- Kohn-Sham gap (eV) = 10.162
- SMILES string = C[C@H]1C(Cl)[C@@H]1C
- F_max (hartree/bohr) = 0.0841
- E_tot (eV) = -17851.7204
- HOMO level (eV) = -9.10
- energy relative to the best compared isomer or geometry (same formula, charge and spin) (kcal/mol) = 37.1

Population analysis type Löwdin, resulting atomic charges in e: C -0.08; C -0.26; C -0.33; C -0.08; C -0.73; H 0.07; H 0.06; H 0.10; H 0.13; H 0.16; H 0.08; H 0.07; H 0.07; H 0.06; Cl 0.68


# 6
The following is a quantum chemistry calculation of one molecule with the formula C5H9Cl in a non-equilibrium geometry, from the Open Molecules 2025 dataset.

XYZ file:
```
15
Properties=species:S:1:pos:R:3
C 1.65825 -0.38152 0.58897
C 0.79739 -0.71159 -0.62016
C -0.55708 -0.01357 -0.28916
C -0.60681 1.44001 -0.13250
C -1.64385 -0.74016 -0.12377
H 1.37550 -1.31075 1.37955
H 2.85244 -0.39658 0.35243
H 1.26518 0.71218 1.05101
H 0.73221 -1.77280 -0.72142
H 1.37899 -0.20883 -1.50472
H 0.13223 2.06744 -0.64469
H -0.65612 1.72508 0.95089
H -1.65914 1.77642 -0.42073
H -1.72742 -1.91171 0.02987
Cl -3.34177 -0.27361 0.10445
```

- Kohn-Sham gap (eV) = 10.079
- SMILES string = CC/C(C)=C/Cl
- F_max (hartree/bohr) = 0.0837
- E_tot (eV) = -17851.1819
- HOMO level (eV) = -9.13
- energy relative to the best compared isomer or geometry (same formula, charge and spin) (kcal/mol) = 49.5

Population analysis type Löwdin, resulting atomic charges in e: C -0.16; C -0.25; C -0.43; C -0.12; C -0.52; H 0.12; H 0.10; H 0.11; H 0.08; H 0.14; H 0.09; H 0.10; H 0.08; H 0.10; Cl 0.55


# 7
The following is a quantum chemistry calculation of one molecule with the formula C5H9ClFN in a non-equilibrium geometry, from the Open Molecules 2025 dataset.

XYZ file:
```
17
Properties=species:S:1:pos:R:3
C -0.88514 -0.02936 0.39758
C -0.41776 0.91419 -0.74595
C 1.12990 0.89090 -0.75823
C 1.54492 -0.01919 0.41756
C 0.41702 -0.91831 0.66168
H -2.86477 -0.35133 -0.38735
H -2.46776 -1.33423 0.94590
H -1.12305 0.56730 1.30894
H -0.86656 0.53125 -1.67794
H -0.87855 1.92918 -0.52729
H 1.54188 0.39362 -1.67688
H 1.60664 1.86887 -0.55027
H 1.69000 0.62629 1.28375
H 0.38036 -1.32841 1.66562
N -2.05077 -0.85953 0.08307
F 2.75839 -0.66462 0.18790
Cl 0.48529 -2.21662 -0.62806
```

- Kohn-Sham gap (eV) = 10.195
- SMILES string = N[C@@H]1CC[C@H](F)[C@@H]1Cl
- F_max (hartree/bohr) = 0.0478
- E_tot (eV) = -22060.6649
- HOMO level (eV) = -9.43
- energy relative to the best compared isomer or geometry (same formula, charge and spin) (kcal/mol) = 6.2

Population analysis type Löwdin, resulting atomic charges in e: C -0.42; C -0.15; C -0.13; C -0.43; C -0.53; H 0.10; H 0.10; H 0.14; H 0.11; H 0.12; H 0.12; H 0.12; H 0.15; H 0.11; N -0.03; F -0.03; Cl 0.64


# 8
The following is a quantum chemistry calculation of one molecule with the formula C5H9ClN2 in a non-equilibrium geometry, from the Open Molecules 2025 dataset.

XYZ file:
```
17
Properties=species:S:1:pos:R:3
C 0.81485 1.47147 1.70020
C 0.56556 0.07312 1.17970
C 0.12552 0.01790 -0.25338
C -0.42287 -1.26557 -0.79009
C -1.35752 -1.98807 -0.18572
H -0.16160 2.03071 1.48205
H 0.99880 1.51313 2.81388
H 1.68697 1.94158 1.19133
H -0.16599 -0.55362 1.75972
H -0.08890 -1.44639 -1.81395
H -1.86239 -2.82852 -0.70997
H -1.68579 -1.77044 0.80014
H -0.15266 1.67865 -2.70435
H -0.89062 0.26662 -2.37065
N 0.41792 0.97184 -1.04288
N 0.03235 0.75603 -2.37229
Cl 2.14637 -0.86845 1.31625
```

- Kohn-Sham gap (eV) = 9.816
- SMILES string = C=C/C(=N\N)[C@H](C)Cl
- F_max (hartree/bohr) = 0.0316
- E_tot (eV) = -20831.8161
- HOMO level (eV) = -9.16
- energy relative to the best compared isomer or geometry (same formula, charge and spin) (kcal/mol) = 47.0

Population analysis type Löwdin, resulting atomic charges in e: C -0.16; C -0.66; C -0.41; C -0.15; C 0.04; H 0.10; H 0.09; H 0.08; H 0.10; H 0.10; H 0.08; H 0.05; H 0.07; H 0.09; N 0.02; N 0.00; Cl 0.56


# 9
The following is a quantum chemistry calculation of a 3-piece molecular cluster, C5H9ClNO4P overall in a non-equilibrium geometry, from the Open Molecules 2025 dataset.

XYZ file:
```
21
Properties=species:S:1:pos:R:3
C -1.07505 -0.64009 -0.28893
C -2.09041 1.81910 0.40488
C 2.14580 -2.50625 1.39690
C -1.91361 0.18684 -1.33497
C -2.53875 1.32568 -0.68990
N 1.26049 1.79786 0.94695
O -0.79355 -0.23109 0.77607
O -0.61089 -1.79601 -0.62156
O -1.73479 2.40508 1.36952
O 1.16547 0.53952 -1.32555
P 1.85949 0.51715 -0.02987
Cl 3.79330 1.09517 -0.53477
H 2.56460 -2.38060 2.33259
H 2.90867 -2.81254 0.62429
H 1.19749 -2.64326 1.10990
H -2.63806 -0.40761 -1.81663
H -1.12294 0.57398 -2.18619
H -0.79022 -2.10518 -1.48105
H -3.36160 1.66688 -1.36769
H 0.24155 1.75202 0.85267
H 1.53300 1.84337 1.86333
```

- Kohn-Sham gap (alpha / beta) (eV) = 8.477 / 7.056
- F_max (hartree/bohr) = 0.0955
- E_tot (eV) = -36818.9753
- HOMO level (alpha / beta) (eV) = -8.19 / -9.20
- energy relative to the best compared isomer or geometry (same formula, charge and spin) (kcal/mol) = 0.0
- multiplicity = 3

Population analysis type Löwdin, resulting atomic charges in e: C -0.59; C -0.20; C 0.08; C -0.11; C -0.11; N -0.08; O 0.08; O 0.16; O 0.15; O -0.42; P 0.38; Cl 0.22; H -0.04; H 0.02; H -0.08; H 0.09; H 0.18; H 0.11; H 0.15; H 0.01; H 0.01


# 10
The following is a quantum chemistry calculation of a 2-piece molecular cluster, C5H9ClO overall in a non-equilibrium geometry, from the Open Molecules 2025 dataset.

XYZ file:
```
16
Properties=species:S:1:pos:R:3
C 2.25841 -0.12656 1.71280
C 1.68238 -1.08947 1.03134
C -0.79597 1.50766 -1.26465
C 0.21192 -0.94519 0.64989
C -1.33082 0.13897 -1.10116
O -2.37141 0.03119 -0.22727
Cl -1.35372 -0.94876 -2.56531
H 3.29565 -0.31601 1.79766
H 1.69107 0.68088 2.11162
H 2.22379 -1.89325 0.57912
H -0.56663 1.91377 -2.35531
H 0.13905 1.60209 -0.65351
H -1.57712 2.17944 -0.77990
H -0.21179 -0.18932 1.15236
H -0.14091 -1.94567 0.42450
H -3.15389 -0.59978 -0.51217
```

- Kohn-Sham gap (alpha / beta) (eV) = 8.178 / 7.667
- F_max (hartree/bohr) = 0.1148
- E_tot (eV) = -19896.0075
- HOMO level (alpha / beta) (eV) = -7.77 / -7.50
- energy relative to the best compared isomer or geometry (same formula, charge and spin) (kcal/mol) = 119.9

Population analysis type Löwdin, resulting atomic charges in e: C -0.02; C -0.22; C -0.13; C 0.01; C -0.80; O -0.09; Cl 0.56; H 0.04; H 0.06; H 0.08; H 0.12; H 0.08; H 0.10; H 0.00; H 0.06; H 0.17


Question: Among the records above, which one has the lowest F_max?
Answer: C5H9ClN2


Question: Among the records above, which one has the lowest F_max?
Answer: C5H9ClN2


Question: E_tot of number 9 (C5H9ClNO4P)?
Answer: -36818.9753 eV


Question: Look up the E_tot of the fifth one.
Answer: -17851.7204 eV